ORCA calculation (ωB97M-V/def2-TZVPD) on 2 unconnected molecules or ions with the total composition C3H11NO.

```
16
Properties=species:S:1:pos:R:3:forces:R:3:mulliken_charge:R:1
C -1.5396 -0.5140 -0.7462 0.456 0.639 -0.489 -0.748
N -0.9754 0.8638 2.6637 -0.532 -0.180 -0.149 -0.693
H -1.5892 0.3336 -1.4507 -0.107 0.058 0.267 0.302
H -1.6057 -1.3929 -1.3829 -0.315 -0.450 0.227 0.354
H -2.3362 -0.4300 -0.0110 -0.105 -0.184 -0.159 0.246
H -0.5393 1.6632 3.0959 0.195 -0.107 -0.008 0.213
H -0.6034 -0.0071 3.0142 0.170 0.157 0.180 0.227
H -0.8232 0.8569 1.6644 0.210 0.140 0.029 0.290
C 0.8328 -0.7805 -0.8223 -0.173 0.249 0.310 -0.327
O -0.3211 -0.4997 -0.0351 0.035 -0.073 0.088 -0.357
C 1.7311 0.4342 -0.9292 -0.032 -0.296 -0.285 -1.081
H 0.5219 -1.0747 -1.8239 0.038 -0.302 -0.089 0.371
H 1.3511 -1.6049 -0.3252 0.031 -0.034 -0.191 0.272
H 2.6588 0.1388 -1.4140 0.154 0.027 -0.108 0.379
H 1.9802 0.8177 0.0516 -0.060 0.204 0.189 0.276
H 1.2572 1.1956 -1.5492 0.036 0.152 0.188 0.275
```
Positions in Å, forces in eV/Å.

Calculated values
Highest occupied orbital energy in eV: -9.466
Energy relative to the best compared isomer or geometry (same formula, charge and spin) in kcal/mol: 20.3
SMILES string: CCOC.N
Total charge: 0

=====

ORCA calculation (ωB97M-V/def2-TZVPD) on a molecular structure, C29H44N7ORhSbSeSi3 at a distorted geometry.

```
87
Properties=species:S:1:pos:R:3:forces:R:3:mulliken_charge:R:1
Rh -1.2722 -1.0548 -1.2900 0.120 -0.496 0.934 -0.157
C -1.8265 2.5321 0.8219 2.856 -0.841 -0.589 -1.651
Sb -0.4722 0.8668 1.6929 -0.209 -1.165 -0.951 0.302
C -1.4016 -0.9693 0.9574 -0.933 0.132 -1.103 2.258
C -2.8174 -0.6235 1.3769 -0.185 0.424 0.330 -1.460
C -3.9036 -0.5057 0.5268 -0.014 0.026 -0.102 -0.140
C -5.1518 -0.1379 0.9551 0.003 -0.033 0.057 -0.683
C -5.3282 0.1425 2.3098 0.096 -0.054 0.063 -0.434
C -4.2148 0.0182 3.1261 -0.175 0.038 0.035 -0.697
N -3.0103 -0.3449 2.6964 0.231 0.008 -0.281 -0.160
Si -1.1863 -2.6631 1.7618 0.793 0.148 0.068 0.725
C -0.9892 -2.5871 3.6493 -0.190 0.048 -0.002 -1.514
C 0.3946 -3.4645 1.1103 0.074 -0.075 -0.346 0.308
C -2.7036 -3.7481 1.5816 -0.079 0.070 -0.039 -1.172
C 1.5528 0.7295 0.5751 -0.110 0.340 0.120 2.258
C 1.7912 -0.1131 -0.6664 0.371 -0.888 0.556 -2.035
C 3.1207 -0.0885 -1.1426 -0.093 0.117 -0.066 -0.834
C 3.5437 -0.8152 -2.2267 0.018 -0.064 0.021 -1.310
C 2.6126 -1.6098 -2.8710 -0.031 0.133 -0.030 -1.414
C 1.3366 -1.6187 -2.3624 0.091 -0.551 0.294 -0.516
N 0.9235 -0.9803 -1.2452 -0.248 1.088 -0.661 1.898
Si 2.1031 2.5259 0.1476 -0.054 0.019 -0.254 0.548
C 3.9518 2.9600 0.2671 -0.032 -0.001 0.160 -1.354
C 1.7630 2.8763 -1.6634 0.016 0.013 0.003 -0.777
C 1.3645 3.8442 1.2680 -0.027 0.001 -0.036 -1.050
Si 2.7101 0.1592 2.0140 0.113 0.078 0.072 0.642
C 2.6755 1.3872 3.4456 0.066 0.078 -0.071 -1.062
C 4.5569 -0.0449 1.6315 -0.033 0.028 -0.120 -1.308
C 2.3606 -1.5128 2.7648 0.047 0.047 0.074 -0.846
H -2.8153 2.4709 1.2669 -0.286 -0.179 -0.555 0.325
H -2.3627 1.1749 -1.1265 0.138 0.333 0.517 0.068
H -1.5019 4.3557 -0.0238 0.182 -0.583 -0.221 0.146
H -3.9578 -0.6545 -1.5399 0.519 0.524 -0.155 0.189
H -5.9864 -0.0534 0.2638 0.003 -0.011 0.003 0.377
H -6.2874 0.4438 2.7132 0.015 0.008 0.031 0.410
H -4.2884 0.2252 4.1906 -0.016 0.009 -0.006 0.399
H -0.2568 -1.8614 3.9965 -0.032 0.050 0.064 0.445
H -0.7204 -3.5663 4.0582 0.024 -0.015 -0.066 0.389
H -1.9484 -2.2861 4.0748 0.018 -0.035 0.032 0.303
H 1.1821 -2.7133 1.1058 -0.158 -0.136 0.115 -0.846
H 0.3646 -3.7743 0.0650 -0.224 -0.120 0.107 -0.125
H 0.7122 -4.3398 1.6830 0.048 0.116 0.167 0.487
H -3.5392 -3.2799 2.1090 0.007 -0.031 0.043 0.231
H -2.4905 -4.7069 2.0649 -0.021 -0.002 -0.019 0.370
H -3.0151 -3.9322 0.5573 0.017 0.027 -0.058 0.251
H 3.8317 0.5245 -0.6189 -0.008 0.087 -0.060 0.320
H 4.5758 -0.7668 -2.5530 0.004 0.005 0.012 0.447
H 2.8510 -2.2142 -3.7344 -0.026 0.036 -0.031 0.445
H 0.5950 -2.2356 -2.8382 0.016 -0.075 0.062 0.225
H 4.6025 2.3821 -0.3889 0.015 0.027 -0.007 0.393
H 4.3530 2.9176 1.2809 0.010 -0.010 -0.012 0.324
H 4.0126 4.0040 -0.0574 -0.008 -0.002 -0.011 0.436
H 2.3584 2.2034 -2.2851 0.009 0.037 -0.008 0.369
H 2.0773 3.9006 -1.8883 -0.048 0.008 0.002 0.422
H 0.7207 2.7583 -1.9426 -0.064 -0.057 0.040 0.037
H 1.7255 3.7597 2.2930 0.013 -0.014 0.008 0.267
H 0.2803 3.8582 1.2913 0.097 0.092 -0.028 0.252
H 1.6840 4.8161 0.8797 0.043 -0.016 -0.007 0.368
H 3.1375 2.3419 3.1876 0.000 0.000 0.011 0.296
H 3.2712 0.9477 4.2511 -0.014 -0.005 0.005 0.429
H 1.6743 1.5813 3.8280 -0.008 -0.009 0.001 0.236
H 5.0611 0.8337 1.2346 0.020 -0.008 0.011 0.368
H 4.7374 -0.8807 0.9532 0.001 -0.024 0.024 0.324
H 5.0269 -0.2946 2.5877 -0.017 0.005 0.008 0.493
H 1.3385 -1.6456 3.1020 0.030 -0.058 -0.020 -0.323
H 3.0198 -1.6021 3.6339 -0.007 0.047 0.033 0.531
H 2.6058 -2.3286 2.0862 0.120 0.081 0.122 0.449
N -1.2830 0.6505 -5.1898 0.060 -0.036 0.024 -0.186
C -1.1836 -0.6347 -5.7179 -0.022 0.074 0.064 -0.903
C -1.1635 -1.4734 -4.6476 0.068 -0.068 -0.037 -0.586
N -1.2367 -0.7729 -3.4801 0.049 0.201 -0.026 0.562
C -1.3264 0.5384 -3.8163 0.068 0.117 -0.174 -0.663
C -1.4809 1.4893 -2.8015 0.201 0.042 0.025 0.169
N -1.4532 1.0071 -1.5478 -0.401 0.228 0.351 0.491
C -1.5449 3.3209 -0.4834 -1.365 3.969 1.576 0.381
C -1.6221 3.7243 -1.7781 -0.036 -3.316 -1.095 -0.833
N -1.6428 2.8722 -2.9234 -0.185 0.092 0.321 0.057
H -1.3359 1.5005 -5.7157 -0.005 -0.001 -0.017 0.145
H -1.1467 -0.8244 -6.7754 -0.013 0.011 0.001 0.431
H -1.0978 -2.5503 -4.6521 -0.005 0.009 0.017 0.403
H -1.2045 3.0955 1.5114 -0.900 0.650 0.387 0.961
H -1.6125 4.7531 -2.1096 0.188 0.133 0.484 0.355
H -1.6491 3.2851 -3.8389 0.006 0.180 0.056 0.276
Se -1.2904 -3.7453 -1.7061 0.014 -0.778 -0.098 0.278
C -1.2910 -5.6549 -1.8618 -0.181 0.746 -0.162 0.091
N -1.3048 -6.8100 -1.9258 0.058 -0.001 0.023 -0.630
O -3.2425 -1.2942 -1.5140 -0.491 -1.026 -0.007 -0.699
```
Positions in Å, forces in eV/Å.

Calculated values
Highest occupied orbital energy (spin up / spin down) in eV: -2.773 / -4.432
<S²>: 6.041
Spin multiplicity: 5
Total charge: -1

=====

ORCA calculation (ωB97M-V/def2-TZVPD) on Cl2HNS in the gas phase at a distorted geometry.

```
5
Properties=species:S:1:pos:R:3:forces:R:3:mulliken_charge:R:1
N -1.0634 0.0977 -0.5485 -3.071 0.112 1.460 -0.322
S 0.3870 0.0890 -0.7378 0.208 -1.274 1.117 0.385
Cl 1.1516 -1.6727 0.4056 -0.063 0.498 -0.601 -0.253
Cl 1.2744 1.3901 0.5621 0.453 0.625 0.299 -0.125
H -1.7497 0.0959 0.3185 2.473 0.039 -2.274 0.316
```
Positions in Å, forces in eV/Å.

Calculated values
Highest occupied orbital energy in eV: -10.651
Energy relative to the best compared isomer or geometry (same formula, charge and spin) in kcal/mol: 1.5
Total charge: 0